Record 1
The following is a DFT calculation (ωB97M-V with the def2-TZVPD basis set) of 2 unconnected molecules or ions with the total composition C4H13NOS at a distorted geometry.

```
20
Properties=species:S:1:pos:R:3:lowdin_charge:R:1
C 2.254 -1.033 0.825 -0.0735
C 1.148 -0.304 0.006 -0.4858
N 1.705 0.017 -1.308 0.0285
C 0.763 0.976 0.793 -0.2631
C -0.652 1.393 0.501 -0.5501
S -1.896 0.217 1.180 0.6824
H 3.125 -0.356 0.881 0.0854
H 1.888 -1.500 1.728 0.0725
H 2.714 -1.792 0.159 0.0700
H 0.261 -0.970 -0.007 0.1029
H 0.977 -0.230 -1.989 0.0500
H 2.348 -0.712 -1.613 0.0630
H 1.468 1.698 0.366 0.1147
H 0.908 0.738 1.851 0.1008
H -0.899 1.419 -0.567 0.0619
H -0.879 2.391 0.894 0.0663
H -1.529 0.277 2.487 -0.1405
O -1.405 -1.128 -2.596 -0.0743
H -1.186 -1.327 -3.523 0.0440
H -1.442 -0.159 -2.752 0.0450
```

Calculated values
molecular weight = 123.22 g/mol
F_max = 0.0461 hartree/bohr
energy relative to the best compared isomer or geometry (same formula, charge and spin) = 19.52 kcal/mol
total energy = -18731.1645 eV
E_LUMO = 0.535 eV

---

Record 2
The following is a DFT calculation (ωB97M-V with the def2-TZVPD basis set) of a molecular structure, C4H13NOS at a distorted geometry.

```
20
Properties=species:S:1:pos:R:3:lowdin_charge:R:1
C 0.781 1.397 1.648 -0.3474
O -0.341 0.943 0.866 -0.2561
C 2.115 1.242 0.884 -0.1141
H 0.889 0.856 2.629 0.0993
H 0.495 2.438 1.928 0.1018
H 2.909 1.659 1.557 0.0692
H 2.187 1.807 -0.061 0.0657
H 2.372 0.170 0.716 0.0668
C -0.747 -1.535 -0.692 -0.2548
C -1.139 -0.341 -1.639 -0.5329
S -0.863 -0.768 -3.417 0.6691
N -1.212 -1.338 0.717 0.0224
H 0.338 -1.682 -0.669 0.1158
H -1.139 -2.500 -0.988 0.0931
H -0.555 0.538 -1.329 0.0588
H -2.145 0.022 -1.545 0.0551
H -0.338 0.414 -3.795 -0.1529
H -0.622 -1.822 1.389 0.1207
H -2.206 -1.387 0.949 0.1289
H -0.782 -0.113 0.851 -0.0083
```

Calculated values
molecular weight = 123.22 g/mol
F_max = 0.0509 hartree/bohr
energy relative to the best compared isomer or geometry (same formula, charge and spin) = 40.58 kcal/mol
total energy = -18730.2515 eV
E_LUMO = 0.680 eV

---

Record 3
The following is a DFT calculation (ωB97M-V with the def2-TZVPD basis set) of 2 unconnected molecules or ions with the total composition C4H13NOS at a distorted geometry.

```
20
Properties=species:S:1:pos:R:3:lowdin_charge:R:1
C 2.243 0.102 -0.419 -0.1019
C 0.758 -0.114 -0.333 -0.5213
N 0.229 -0.188 -1.693 -0.0032
C 0.221 -1.182 0.642 -0.2372
C -1.304 -1.000 0.794 -0.4908
S -1.810 -0.020 2.342 0.6507
H 2.731 -0.654 -1.103 0.0863
H 2.839 -0.184 0.468 0.0761
H 2.486 1.094 -0.859 0.0865
H 0.361 0.877 0.086 0.1351
H 0.875 0.374 -2.394 0.1247
H 0.270 -1.171 -2.006 0.0762
H 0.627 -2.092 0.280 0.0932
H 0.843 -1.254 1.538 0.1106
H -1.808 -0.568 -0.079 0.0533
H -1.741 -1.995 0.908 0.0583
H -0.684 0.713 2.397 -0.1535
O -2.251 2.856 -0.266 -0.1328
H -2.189 2.001 -0.819 0.0581
H -2.695 2.402 0.516 0.0316
```

Calculated values
molecular weight = 123.22 g/mol
F_max = 0.0706 hartree/bohr
energy relative to the best compared isomer or geometry (same formula, charge and spin) = 33.27 kcal/mol
total energy = -18730.5685 eV
E_LUMO = 0.821 eV

---

Record 4
The following is a DFT calculation (ωB97M-V with the def2-TZVPD basis set) of 2 unconnected molecules or ions with the total composition C4H13NOS.

```
20
Properties=species:S:1:pos:R:3:lowdin_charge:R:1
C 0.665 2.607 -0.076 -0.0837
C 1.553 1.483 -0.625 -0.2731
N 0.814 0.284 -1.032 -0.0839
C 1.205 -0.934 -0.362 -0.3183
C 0.659 -1.130 1.063 -0.5624
S -1.065 -1.677 1.155 0.6906
H -0.365 2.500 -0.400 0.0463
H 1.044 3.598 -0.325 0.0656
H 0.688 2.563 1.015 0.0673
H 2.143 1.833 -1.477 0.0984
H 2.256 1.171 0.148 0.0976
H -0.197 0.393 -1.048 0.0450
H 1.008 -1.813 -0.978 0.1057
H 2.294 -0.933 -0.238 0.1079
H 0.853 -0.216 1.607 0.0549
H 1.277 -1.879 1.564 0.0608
H -1.393 -1.449 -0.123 -0.1635
O -2.135 0.747 -1.051 -0.0696
H -2.312 1.177 -1.889 0.0568
H -2.653 1.202 -0.381 0.0576
```

Calculated values
molecular weight = 123.22 g/mol
F_max = 0.0159 hartree/bohr
energy relative to the best compared isomer or geometry (same formula, charge and spin) = 19.81 kcal/mol
total energy = -18731.1520 eV
E_LUMO = 0.524 eV

---

Q: Which of these has the lowest total energy?
A: number 1

---

Q: Which of these has the highest F_max?
A: number 3